(1)
A molecular structure, C4H7ClO3S at a distorted geometry. Source: the Open Molecules 2025 dataset; level of theory: ωB97M-V/def2-TZVPD.

```
16
Properties=species:S:1:pos:R:3:forces:R:3
Cl -2.20405 -1.26826 0.84071 0.716 -0.490 -1.021
O 1.22097 -0.24598 -1.36951 1.480 0.198 -0.736
C -0.04611 2.32590 -0.31872 -1.731 -1.919 0.199
H 0.27172 -3.06755 -0.24122 0.304 0.778 -0.412
H -1.50526 -0.08025 -1.17977 0.392 -0.120 0.986
H 0.58171 2.92132 0.24535 1.458 0.960 1.595
H 1.98015 -2.56254 -0.56316 0.965 -0.757 -0.866
O 0.50831 0.81153 1.68837 -1.374 -0.781 -1.016
C 1.05882 -2.29345 -0.12252 0.097 -2.127 0.853
O -1.88128 1.41462 1.55986 -0.669 0.623 -0.128
S -0.69372 1.04616 0.86314 3.261 1.813 0.449
H 1.28123 -2.35750 0.92500 -0.191 0.701 0.841
H 0.61814 1.70745 -0.98269 -1.348 1.190 -0.184
C 0.74932 -1.00358 -0.62170 -5.226 1.912 0.609
C -1.04473 -0.35211 -0.19663 1.447 -1.164 0.033
H -0.89521 3.00425 -0.52651 0.419 -0.817 -1.204
```
Forces are in eV/Å.

The total charge is 0. Its largest force on an atom is 5.6 eV/Å. The HOMO-LUMO gap comes out at 10.25 eV. The LUMO energy is 0.4760 eV. Its spin multiplicity is 1. For the energy relative to the best compared isomer or geometry (same formula, charge and spin), the calculation gives 64.47 kcal/mol.

natural (NBO) population analysis, charges in e, atoms 1 to 6: atom 1 (Cl): -0.013, atom 2 (O): -0.496, atom 3 (C): -0.865, atom 4 (H): 0.277, atom 5 (H): 0.250, atom 6 (H): 0.243

---

(2)
A single C3H4O2 molecule. Source: the Open Molecules 2025 dataset; level of theory: ωB97M-V/def2-TZVPD.

```
9
Properties=species:S:1:pos:R:3:forces:R:3
H 1.34514 1.19342 0.12446 0.192 0.105 0.066
C -0.02612 -0.45874 -0.33740 -0.094 -0.549 0.239
O -2.22377 -0.15865 0.57381 -0.291 -0.148 0.121
H -0.13494 -1.51541 -0.08677 0.015 0.090 -0.071
C -1.22748 0.32454 0.12736 0.418 0.233 -0.216
H -1.11119 1.41967 0.01631 -0.160 0.127 0.054
H 0.03131 -0.34440 -1.42374 0.009 0.043 -0.114
C 1.25088 0.09669 0.23675 -0.355 0.281 -0.221
O 2.09617 -0.55712 0.76923 0.265 -0.181 0.143
```
Forces are in eV/Å.

The total charge is 0. Its largest force on an atom is 0.6 eV/Å. As for the structure (SMILES): O=CCC=O. The HOMO-LUMO gap comes out at 10.64 eV. The LUMO energy is 0.4984 eV. Its spin multiplicity is 1. For the energy relative to the best compared isomer or geometry (same formula, charge and spin), the calculation gives 20.95 kcal/mol.

natural (NBO) population analysis, charges in e, atoms 1 to 6: atom 1 (H): 0.101, atom 2 (C): -0.627, atom 3 (O): -0.488, atom 4 (H): 0.251, atom 5 (C): 0.448, atom 6 (H): 0.100

---

- Among the records above, which one has the lowest energy relative to the best compared isomer or geometry (same formula, charge and spin)?
  C3H4O2

---

- Which value of total charge does entry 2 give?
  0